70
Properties=species:S:1:pos:R:3:forces:R:3:nbo_charge:R:1 method="wB97M-V/def2-TZVPD" e_homo_ev=-7.95 homo_lumo_gap_ev=7.66 relative_energy_kj_mol=209.9 lumo_ev=-0.29 molar_mass_g_mol=904.0 charge=0
Pt 0.0212 -0.6874 -1.8121 0.23 0.49 0.49 0.5346
I -2.3667 0.2307 -1.9259 -0.26 -0.23 -0.11 0.4688
C -3.3547 0.2497 -0.0720 0.09 0.07 -0.10 -0.1669
C -4.7107 0.2342 -0.2366 -0.02 0.01 0.00 -0.2399
C -5.5676 0.5324 0.8396 -0.01 0.00 0.02 -0.2146
C -5.0239 0.9069 2.0279 0.01 0.00 -0.01 -0.1525
C -3.6203 0.9105 2.2252 0.02 -0.01 -0.02 -0.0901
C -3.1078 1.3169 3.4783 -0.01 0.01 0.01 -0.1575
C -1.7688 1.3001 3.7123 0.01 -0.01 -0.03 -0.2257
C -0.9029 0.7822 2.7338 -0.03 0.02 0.03 -0.0820
C -1.3470 0.3456 1.5097 0.11 0.02 0.06 -0.3702
P -0.1053 -0.5927 0.5314 -0.01 -0.12 -0.17 1.0379
C 1.3322 -0.8400 1.6397 -0.03 -0.05 -0.01 -0.2906
C 2.5318 -0.1494 1.5058 -0.04 0.02 0.03 -0.1719
C 3.5884 -0.4088 2.3676 0.00 0.01 0.00 -0.2088
C 3.4536 -1.3393 3.3854 0.00 0.01 -0.02 -0.1936
C 2.2545 -2.0208 3.5382 -0.02 -0.01 0.01 -0.2145
C 1.2053 -1.7803 2.6665 0.04 0.01 0.01 -0.2241
C -0.7991 -2.3066 0.5891 -0.08 0.01 0.07 -0.3878
C -2.0439 -2.6480 1.1070 0.05 -0.04 0.01 -0.2168
C -2.4959 -3.9629 1.0504 -0.01 0.03 0.00 -0.2061
C -1.7063 -4.9498 0.4872 -0.01 -0.02 0.00 -0.1998
C -0.4517 -4.6241 -0.0147 0.02 0.02 0.00 -0.2259
C -0.0043 -3.3162 0.0335 -0.05 -0.01 0.01 -0.1406
C -2.7322 0.5015 1.1855 -0.05 -0.02 0.04 0.0005
H -5.1356 0.0275 -1.2101 -0.01 0.01 0.00 0.2286
H -6.6389 0.5077 0.6947 0.00 0.00 0.00 0.2251
H -5.6545 1.2036 2.8568 0.00 0.00 0.00 0.2172
H -3.8064 1.6457 4.2379 0.00 0.00 0.00 0.2153
H -1.3623 1.6377 4.6561 -0.01 0.00 0.00 0.2224
H 0.1494 0.7240 2.9653 0.00 0.00 0.00 0.2284
H 2.6346 0.6058 0.7489 0.00 0.02 0.01 0.2409
H 4.5179 0.1310 2.2424 0.00 0.00 0.00 0.2174
H 4.2782 -1.5316 4.0598 0.00 0.00 0.00 0.2149
H 2.1342 -2.7453 4.3333 0.00 0.00 0.00 0.2150
H 0.2808 -2.3277 2.7937 0.00 0.00 0.01 0.2242
H -2.6697 -1.9006 1.5737 0.00 -0.02 0.00 0.2185
H -3.4695 -4.2091 1.4545 0.00 0.00 0.00 0.2158
H -2.0608 -5.9714 0.4427 0.00 0.00 0.00 0.2163
H 0.1783 -5.3914 -0.4459 0.00 0.00 0.00 0.2168
H 0.9796 -3.0734 -0.3524 0.00 0.00 0.00 0.2132
C 3.7225 -1.6993 -3.6358 0.00 0.02 0.00 -0.6701
C 2.2953 -1.5430 -3.2308 0.04 0.06 -0.13 0.2622
N 1.9814 -0.8988 -2.1547 -0.25 -0.28 -0.23 -0.1673
O 2.9589 -0.2262 -1.5039 0.06 0.11 0.30 -0.5827
C 1.1892 -1.9742 -4.0551 0.13 -0.05 -0.16 0.0305
C 1.3173 -2.8078 -5.2870 -0.04 0.01 0.02 -0.6615
N 0.0230 -1.4802 -3.6864 -0.07 -0.05 0.15 -0.0132
O -1.0491 -1.7167 -4.2956 0.00 0.09 -0.01 -0.5113
H 4.3515 -1.8149 -2.7570 0.01 0.02 0.00 0.2499
H 4.0524 -0.8003 -4.1617 0.01 0.00 0.01 0.2483
H 3.8490 -2.5528 -4.2965 -0.02 -0.01 0.00 0.2272
H 2.4956 0.6836 -1.2996 0.03 -0.05 -0.13 0.5125
H 2.2113 -2.5524 -5.8548 0.01 0.00 0.01 0.2170
H 0.4420 -2.6416 -5.9111 0.00 0.00 0.00 0.2559
H 1.3571 -3.8744 -5.0501 0.00 0.00 0.00 0.2233
Cl 0.4245 8.4839 -0.6547 0.00 0.00 0.00 -0.0135
C 0.6422 6.7586 -0.5589 0.00 -0.02 0.01 -0.0127
C 1.1755 6.0808 -1.6427 0.01 -0.01 -0.01 -0.2676
C 1.3484 4.7078 -1.5572 0.02 0.03 0.02 -0.1116
C 0.9851 4.0199 -0.4059 -0.01 -0.03 -0.09 -0.1759
C 0.4479 4.7194 0.6673 -0.03 -0.02 0.00 -0.1556
C 0.2771 6.0928 0.6002 -0.01 0.02 0.01 -0.2544
C 1.1616 2.5205 -0.3249 -0.10 0.00 0.04 0.7969
O 0.7059 1.9411 0.6818 0.02 -0.06 -0.13 -0.7542
O 1.7522 1.9679 -1.2962 0.22 0.02 0.01 -0.7767
H 1.4506 6.6248 -2.5358 0.00 0.00 0.00 0.2242
H 1.7701 4.1503 -2.3822 -0.01 0.00 0.00 0.2311
H 0.1632 4.1670 1.5529 0.00 0.01 0.01 0.2337
H -0.1349 6.6474 1.4320 0.00 0.00 0.00 0.2235